43
Properties=species:S:1:pos:R:3:forces:R:3 method="wB97M-V/def2-TZVPD" total_charge=+1 orbital_gap_ev=7.92 homo_energy_ha=-0.422
N -1.528444 2.187913 5.585351 -0.3 0.3 -0.9
C -0.865641 1.885962 4.428243 0.6 -0.9 0.5
N 0.016095 0.890180 4.280120 -0.2 0.4 -0.3
C 0.418774 0.941831 3.003910 -0.2 -0.7 1.1
C 1.459355 0.021394 2.496114 0.2 0.7 -0.6
C 2.851810 0.572983 2.885922 0.0 0.0 0.3
C 3.533932 -0.294622 3.932494 -0.3 0.2 -0.2
F 4.435149 0.479081 4.623543 0.3 0.1 0.1
N -0.200856 1.930970 2.363967 0.5 -0.4 0.0
N -1.022655 2.520884 3.259626 -0.2 0.5 0.0
H -1.219367 2.925881 6.184556 0.0 0.2 0.1
H -2.257361 1.571561 5.884810 0.0 -0.2 0.3
H 1.283743 -0.943093 2.946642 -0.1 -0.3 0.1
H 1.373798 -0.084669 1.420540 0.0 -0.1 -0.2
H 2.750903 1.551879 3.343447 0.0 0.3 0.0
H 3.475937 0.703472 2.011061 0.1 -0.1 -0.2
H 4.057816 -1.120708 3.466019 0.1 -0.3 0.1
H 2.798494 -0.652817 4.645555 -0.1 -0.2 0.2
H -0.070308 2.164598 1.390155 -0.4 0.4 0.0
H -1.624704 3.305609 3.063284 0.0 0.1 -0.2
C -2.364973 -1.441360 -6.002188 0.0 0.0 0.1
O -1.745691 -1.548330 -4.736927 0.1 0.2 0.0
C -0.423578 -2.048223 -4.834712 -0.2 0.0 0.1
C 0.310899 -1.842845 -3.531378 0.1 0.0 -0.1
O 0.803383 -0.517164 -3.357769 -0.1 0.0 0.1
C -0.138673 0.467346 -2.979098 0.1 0.1 -0.2
C -0.471993 0.446449 -1.503212 -0.2 -0.1 0.0
O -1.427697 -0.552364 -1.201879 0.2 0.0 0.0
C -1.483238 -0.824822 0.170328 0.0 0.0 -0.1
H -2.416866 -2.415675 -6.499398 0.0 0.0 0.0
H -3.375533 -1.071600 -5.845000 0.0 0.0 0.0
H -1.825633 -0.735177 -6.643087 0.0 -0.1 0.0
H 0.117121 -1.536920 -5.639812 0.0 0.0 0.0
H -0.462459 -3.122401 -5.060899 0.1 0.0 -0.1
H 1.199703 -2.475476 -3.543278 0.0 0.0 0.0
H -0.308000 -2.149122 -2.686102 -0.1 0.0 0.0
H -1.046589 0.408535 -3.581918 -0.1 -0.1 0.1
H 0.346348 1.422264 -3.193397 0.0 0.0 0.0
H -0.889249 1.426860 -1.214022 0.1 0.0 0.0
H 0.453602 0.265021 -0.935252 0.0 0.0 0.0
H -0.523862 -1.226243 0.523529 0.0 0.0 0.1
H -2.256552 -1.570145 0.339073 0.0 0.0 0.0
H -1.736937 0.083103 0.741041 0.0 0.0 0.1